Record 1
14
Properties=species:S:1:pos:R:3 method="wB97M-V/def2-TZVPD" e_lumo_ev="0.84 / -2.70" homo_lumo_gap_ha="0.2006 / 0.2839" spin_multiplicity=3 homo_ha="-0.1696 / -0.3831" e_above_lowest_kcal_mol=41.1 s_squared=2.01
C 1.6427 0.0333 0.1707
C -0.5429 -0.8910 -1.0745
C -0.0240 0.0897 -0.0142
C -0.6911 1.4425 0.2867
N -0.6159 -1.1524 0.4547
O 2.0409 -1.1902 0.3913
O 2.3078 1.0402 0.2164
H -1.5222 -0.5636 -1.4848
H 0.0498 -1.5023 -1.7202
H -0.4187 1.7290 1.3307
H -1.7677 1.2179 0.2931
H -0.3423 2.3375 -0.2933
H -1.4979 -0.8155 0.8922
H 1.3814 -1.7751 0.5513


Record 2
8
Properties=species:S:1:pos:R:3 method="wB97M-V/def2-TZVPD" smiles=C#CCO e_lumo_ev=0.90 homo_lumo_gap_ha=0.4062 homo_ha=-0.3731 e_above_lowest_kcal_mol=42.8
C -0.6748 -1.7285 -0.0854
C 0.0987 -0.7673 -0.2642
C 0.7437 0.5237 -0.0333
O -0.2063 1.6213 -0.2550
H -1.5010 -2.4773 0.0908
H 0.9011 0.5405 1.0474
H 1.6459 0.9064 -0.6700
H -1.0074 1.3812 0.1695


Record 3
20
Properties=species:S:1:pos:R:3 method="wB97M-V/def2-TZVPD" smiles="C[C@@H](C(=O)O)[C@H](N)C(N)=O" e_lumo_ev=0.48 homo_lumo_gap_ha=0.3724 homo_ha=-0.3548 e_above_lowest_kcal_mol=47.8
C -1.9667 -0.0416 1.2001
C -0.6204 0.3990 0.6292
C 0.5489 -0.2815 1.3266
O 1.0569 0.1822 2.3464
O 0.6235 -1.6276 1.0566
C -0.4331 0.1405 -0.8595
N -0.5290 -1.2235 -1.2440
C 1.2374 0.6442 -1.1812
N 2.0882 1.3779 -0.4218
O 1.4707 0.5806 -2.3900
H -2.0028 0.1681 2.2731
H -2.1216 -1.1191 1.0987
H -2.7913 0.4675 0.6924
H -0.5022 1.4725 0.8109
H 0.8779 -1.8361 0.1307
H -1.0580 0.7905 -1.4766
H 0.2590 -1.6072 -1.7789
H -1.3427 -1.4004 -1.8361
H 2.3375 1.0930 0.5164
H 2.8679 1.8211 -0.8930